No. 1
Below is a molecular structure, C23H47N4Re, with properties calculated with wB97M-V/def2-TZVPD.

Each line ends with the Mulliken charge.
Cartesian coordinates (Å):
Re1 -0.5008 -0.6483 -0.6092  2.31
N1 -1.9583 -1.7923 0.6004  -0.69
C1 -3.1537 -2.2810 -0.1565  -0.83
C2 -2.7078 -2.5493 -1.5638  -0.85
N2 -2.0284 -1.3302 -2.1070  -0.76
C3 -1.3350 -1.6989 -3.3793  -0.71
C4 -0.3574 -0.6121 -3.7371  -0.73
N3 0.4893 -0.3656 -2.5309  -0.67
C5 -3.0457 -0.2522 -2.3953  -0.63
C6 -3.0842 0.8004 -1.3123  -0.87
N4 -1.6795 1.1043 -0.9077  -0.80
H1 -2.2783 -1.2986 1.4319  -0.33
H2 -1.4739 -2.6097 0.9694  0.50
H3 -3.5570 -3.1823 0.3031  0.57
H4 -3.9333 -1.5240 -0.1153  0.26
H5 -1.9873 -3.3699 -1.5818  0.49
H6 -3.5445 -2.8295 -2.2061  0.51
H7 -0.7987 -2.6336 -3.2074  0.48
H8 -2.0633 -1.8774 -4.1733  0.38
H9 0.2600 -0.9108 -4.5827  0.55
H10 -0.8471 0.3207 -4.0135  0.41
H11 1.2750 -1.0115 -2.5524  0.23
H12 0.9270 0.5513 -2.5976  -0.03
H13 -2.7890 0.2150 -3.3442  0.45
H14 -4.0278 -0.7079 -2.5282  0.38
H15 -3.5807 1.7014 -1.6707  0.60
H16 -3.6097 0.4677 -0.4205  0.32
H17 -1.2578 1.7417 -1.5873  0.39
H18 -1.6965 1.6385 -0.0399  0.17
C7 0.5275 -0.7189 1.2755  -1.30
C8 1.4169 -0.1257 0.3079  0.73
C9 1.2310 1.3220 0.4603  0.97
C10 0.2698 1.5405 1.4699  -0.94
C11 -0.1363 0.3391 2.0224  0.31
C12 -1.0058 0.1780 3.2353  1.24
C13 -2.4570 0.6126 2.9210  -1.44
C14 -0.4112 1.1194 4.3125  -1.58
C15 -0.9697 -1.2474 3.7997  -1.71
C16 1.9004 2.5183 -0.1791  1.58
C17 1.1307 3.8184 0.1016  -1.87
C18 3.2855 2.6434 0.5103  -1.51
C19 2.0640 2.4259 -1.6972  -1.88
C20 2.5844 -1.0759 -0.0733  0.95
C21 3.4442 -0.7128 -1.2910  -1.67
C22 3.5382 -1.2284 1.1225  -1.49
C23 1.8961 -2.4362 -0.3625  -0.92
H19 0.6956 -1.6991 1.6891  1.04
H20 -0.0628 2.5145 1.7947  0.59
H21 -2.5098 1.3735 2.1385  0.19
H22 -2.9086 1.0498 3.8121  0.48
H23 -3.1037 -0.2295 2.6503  0.48
H24 -0.5773 2.1688 4.0659  0.41
H25 0.6580 0.9522 4.4509  0.36
H26 -0.9095 0.9168 5.2607  0.51
H27 -1.3119 -2.0099 3.0971  0.18
H28 -1.6247 -1.3097 4.6686  0.50
H29 0.0340 -1.5202 4.1304  0.41
H30 1.1199 4.0714 1.1614  0.46
H31 0.0980 3.7804 -0.2621  0.37
H32 1.6225 4.6419 -0.4145  0.47
H33 3.1938 2.6211 1.5976  0.35
H34 3.7111 3.6089 0.2349  0.52
H35 3.9834 1.8679 0.2043  0.26
H36 1.0917 2.4914 -2.2124  0.36
H37 2.6201 1.5483 -2.0227  0.35
H38 2.6307 3.2925 -2.0400  0.64
H39 3.9419 0.2454 -1.1856  0.32
H40 2.9360 -0.7271 -2.2578  0.39
H41 4.2354 -1.4599 -1.3714  0.61
H42 4.0956 -0.3058 1.3010  0.36
H43 4.2650 -2.0175 0.9261  0.48
H44 3.0055 -1.4890 2.0382  0.31
H45 0.9021 -2.3284 -0.8858  0.19
H46 1.7063 -3.0196 0.5373  0.45
H47 2.4974 -3.0575 -1.0272  0.40

Forces on the atoms, in the same order (eV/Å):
0.02 0.03 0.24
-0.14 -0.07 -0.12
0.01 0.03 0.06
0.05 -0.04 -0.10
-0.07 -0.02 -0.01
-0.02 -0.06 -0.04
-0.02 0.08 -0.01
-0.02 0.17 -0.04
-0.03 -0.04 -0.07
0.09 0.01 0.12
-0.11 0.10 0.04
0.04 0.03 -0.07
0.03 0.01 -0.02
0.01 -0.02 0.02
0.00 0.00 0.03
0.01 0.00 0.00
0.00 -0.02 -0.02
-0.01 -0.04 0.00
0.01 0.02 -0.01
0.03 0.01 -0.02
0.00 0.00 0.01
-0.08 -0.03 -0.03
0.06 0.06 -0.04
0.01 -0.01 0.00
-0.01 0.02 -0.02
-0.03 0.02 -0.01
0.01 0.01 0.02
-0.03 -0.10 0.01
0.00 0.02 0.00
0.02 0.25 0.17
0.61 -0.41 0.18
-0.11 0.40 -0.37
-0.10 0.04 0.04
-0.16 -0.42 -0.03
0.04 -0.01 0.14
-0.05 0.03 0.15
-0.12 0.08 -0.04
-0.01 0.02 0.01
0.11 0.04 -0.08
-0.05 -0.02 0.08
-0.04 -0.01 -0.04
0.04 -0.02 -0.11
-0.13 0.12 -0.37
0.15 -0.10 0.04
-0.07 0.05 0.04
0.17 -0.02 0.22
-0.07 -0.05 0.12
-0.01 -0.06 -0.01
0.00 0.04 0.04
-0.03 -0.06 -0.01
0.00 0.07 -0.01
0.03 -0.01 0.01
-0.03 -0.02 -0.01
0.00 0.03 -0.01
0.01 -0.02 0.02
0.01 0.02 0.00
-0.01 0.01 -0.01
0.01 0.05 -0.02
0.03 0.00 0.02
0.01 -0.03 0.00
-0.02 0.01 -0.02
0.03 -0.02 -0.01
0.00 -0.06 -0.02
0.11 -0.03 0.08
-0.07 0.00 -0.02
-0.01 -0.03 -0.01
0.02 0.07 0.05
0.11 0.07 0.09
0.00 0.01 0.00
-0.06 -0.06 -0.02
0.00 0.01 -0.02
0.01 0.01 0.00
-0.06 -0.12 -0.04
0.00 -0.02 -0.04
-0.08 0.00 -0.08

Results
- Charge: +3
- Spin multiplicity: 2
- HOMO (spin up / spin down): -18.1339 / -18.2243 eV
- ΔE to the lowest compared entry with this formula, charge and spin: 34.55 kcal per mole
- Gap between HOMO and LUMO (spin up / spin down): 7.64 / 7.29 eV
- F_max: 0.75 eV Å⁻¹
- Total energy: -32678.00540 eV
- M: 565.864 u
- Expectation value of S²: 0.774

No. 2
Below is a molecular structure, C23H48AsF6HgNO11S4 in a non-equilibrium geometry, with properties calculated with wB97M-V/def2-TZVPD.

Each line ends with the Mulliken charge.
Cartesian coordinates (Å):
Hg1 -0.1461 -30.9828 3.6398  1.31
O1 -1.4129 -31.4311 5.7970  -0.42
C1 -1.6434 -32.8008 5.5725  1.07
O2 -1.8205 -33.5606 6.5599  -0.50
O3 -1.4926 -33.1638 4.3641  -0.61
H1 -1.7665 -31.4783 6.6883  0.05
As1 -4.2190 -29.2997 4.6737  1.95
F1 -6.0474 -29.0920 5.0158  -0.52
F2 -3.8744 -27.4900 4.5845  -0.50
F3 -2.4456 -29.5766 4.3030  -0.24
F4 -4.4425 -31.0516 4.8137  -0.46
F5 -4.6729 -29.4545 2.9285  -0.44
F6 -3.8240 -29.3095 6.4600  -0.51
C2 -7.1755 -27.2433 -2.5498  -1.00
C3 -6.3661 -28.5413 -2.9204  -0.47
N1 -6.7155 -29.7310 -2.1212  0.14
C4 -6.1492 -30.8714 -2.6710  -0.44
C5 -6.9339 -32.2169 -2.4648  -1.35
C6 -6.6983 -29.5902 -0.6462  -1.56
C7 -5.3858 -29.2800 -0.0499  0.20
H2 -6.6560 -26.4055 -3.0149  0.35
H3 -7.3194 -27.2909 -1.4704  0.15
H4 -8.1732 -27.2467 -2.9888  0.34
H5 -6.5130 -28.8888 -3.9431  0.44
H6 -5.2930 -28.4073 -2.7838  0.32
H7 -6.0319 -30.8032 -3.7525  0.44
H8 -5.1501 -30.8315 -2.2371  0.35
H9 -6.4204 -33.1106 -2.8192  0.41
H10 -7.1281 -32.4768 -1.4242  0.27
H11 -7.9161 -32.0650 -2.9123  0.32
H12 -7.1523 -30.3998 -0.0747  0.42
H13 -7.4126 -28.7996 -0.4164  0.36
H14 -5.4792 -28.3887 0.5706  -0.37
H15 -4.5004 -29.1006 -0.6599  0.29
H16 -5.1593 -30.1501 0.5662  0.34
C8 -2.9606 -30.5488 9.6542  -0.50
C9 -3.4030 -30.9495 11.1497  -0.82
C10 -4.1440 -32.3486 11.3212  -0.85
S1 -4.7463 -32.7082 9.6319  1.26
O4 -6.1796 -32.7261 9.6073  -0.72
O5 -3.9916 -33.7396 8.9450  -0.58
C11 -4.1812 -31.0643 8.8438  -0.29
H17 -1.9529 -30.8838 9.4085  0.34
H18 -3.0117 -29.4630 9.5727  0.35
H19 -4.2571 -30.3317 11.4269  0.30
H20 -2.8290 -30.5372 11.9795  0.49
H21 -4.9380 -32.4222 12.0644  0.40
H22 -3.5247 -33.1844 11.6469  0.36
H23 -5.1258 -30.5215 8.8783  0.44
H24 -3.9804 -31.2947 7.7976  -0.20
C12 -7.6473 -33.0863 4.9524  -0.25
C13 -7.6644 -34.2862 4.0407  -0.70
C14 -6.4272 -35.0745 4.5210  -0.63
S2 -6.5348 -35.2159 6.3112  0.99
O6 -5.1471 -34.9210 6.7279  -0.51
O7 -7.1074 -36.5164 6.6698  -0.69
C15 -7.6754 -33.7320 6.4071  -0.61
H25 -8.4999 -32.4146 4.8523  0.38
H26 -6.9002 -32.3519 4.6518  0.00
H27 -7.6671 -33.9705 2.9975  0.32
H28 -8.5506 -34.9202 4.0684  0.31
H29 -5.5071 -34.5334 4.3005  0.29
H30 -6.3861 -36.0733 4.0863  0.41
H31 -7.3441 -33.0709 7.2079  0.33
H32 -8.6828 -34.1346 6.5123  0.37
C16 -7.6672 -26.8191 3.6773  -0.16
C17 -7.1350 -25.6048 4.2247  -0.28
C18 -8.0913 -25.0660 5.2137  -0.85
S3 -9.7618 -25.4240 4.4319  1.08
O8 -10.3867 -24.2651 3.8238  -0.65
O9 -10.5406 -26.2637 5.3308  -0.65
C19 -9.0616 -26.4034 3.0583  -0.82
H33 -7.9138 -27.5663 4.4316  0.25
H34 -7.0694 -27.2315 2.8645  -0.16
H35 -6.9254 -24.9202 3.4028  0.38
H36 -6.3053 -26.0290 4.7902  0.13
H37 -7.8966 -24.0270 5.4797  0.43
H38 -8.1029 -25.7495 6.0626  0.41
H39 -8.8405 -25.8046 2.1747  0.43
H40 -9.6956 -27.2333 2.7463  0.43
C20 -3.1884 -26.7614 1.1226  -0.09
C21 -2.4268 -25.5628 1.8979  -0.99
C22 -1.4673 -26.2259 2.8305  -0.43
S4 -0.7708 -27.5604 1.7943  0.84
O10 -0.7225 -28.7949 2.5946  -0.55
O11 0.4730 -27.0463 1.1332  -0.68
C23 -2.0881 -27.5979 0.5847  -0.82
H41 -3.9313 -26.5066 0.3667  0.57
H42 -3.8239 -27.1434 1.9215  -0.22
H43 -3.0973 -24.8262 2.3407  0.41
H44 -1.9371 -24.9811 1.1169  0.40
H45 -2.0247 -26.5192 3.7202  0.11
H46 -0.5715 -25.6383 3.0309  0.48
H47 -2.2532 -28.5626 0.1048  0.46
H48 -1.6071 -26.9644 -0.1606  0.43

Forces on the atoms, in the same order (eV/Å):
-2.55 -0.43 0.47
-0.43 -1.79 -0.19
0.89 -2.00 2.85
0.02 2.36 -2.92
1.20 1.61 -1.53
0.09 1.40 1.08
-1.41 -0.62 0.88
3.04 0.17 -0.33
-0.71 -2.38 -0.08
-1.68 0.44 0.08
0.35 1.19 -0.15
0.98 0.76 1.85
-0.41 0.49 -2.33
0.48 -1.79 -0.92
-0.83 -0.32 1.08
-3.30 1.74 0.48
0.95 -2.46 0.19
0.25 0.88 0.78
-1.39 0.64 -1.90
1.37 -0.04 1.51
0.05 0.29 0.76
0.35 0.97 -0.12
-0.02 -0.30 -0.05
-0.09 0.56 -0.11
0.47 0.67 -0.16
0.00 0.38 0.01
0.93 -1.32 -0.24
0.05 0.29 -0.60
0.05 0.42 0.28
0.07 -0.31 -0.26
0.05 -0.61 -0.79
0.07 0.18 -0.09
0.17 -0.20 0.34
-0.34 -0.12 -0.66
0.59 0.42 0.39
-2.40 -0.33 1.72
-1.67 0.61 0.27
1.66 -0.31 -0.35
1.90 1.19 -1.81
-0.72 -0.19 0.26
-0.36 0.48 1.44
0.26 -2.01 0.35
-0.36 -0.39 -0.30
0.39 0.04 0.21
-0.43 0.65 -0.92
1.14 -1.11 -0.11
-0.37 0.84 -0.41
0.53 0.00 -0.57
0.49 0.71 0.28
-0.05 -0.18 0.11
-1.13 0.09 1.16
0.57 -0.20 -0.52
-0.79 -0.42 -1.26
2.33 -0.04 -1.01
-2.43 -0.16 0.11
-0.14 1.72 0.00
0.77 0.28 -0.87
-0.69 -0.46 0.16
1.00 -0.61 0.65
0.66 -0.08 -0.14
-0.20 0.09 0.67
-0.05 -0.02 0.14
0.14 -0.05 0.18
-0.18 -0.26 0.12
0.10 0.07 0.45
-3.48 -2.13 -2.39
1.91 0.38 0.82
-1.50 -0.12 0.15
-0.35 0.13 -0.80
0.33 -0.07 0.63
0.80 0.52 -0.57
1.18 -0.56 0.61
0.57 -0.17 0.02
0.19 -0.29 0.33
0.55 0.24 0.32
1.01 1.16 -0.18
-0.57 -0.11 0.07
-0.05 0.38 0.29
-0.41 0.49 0.23
-0.15 0.10 0.44
-0.98 1.53 2.32
-1.20 0.14 -2.69
0.56 0.03 -0.25
1.89 1.23 -0.40
0.80 -0.88 -0.04
-2.65 -1.46 1.62
0.93 0.11 -0.87
0.50 0.55 -0.26
0.26 -1.05 -0.04
-0.14 -0.50 0.43
0.49 0.02 0.02
0.51 -0.68 0.01
-0.18 0.11 0.33
-0.16 -0.13 0.60
0.05 -0.13 -0.42

Results
- HOMO: -8.1371 eV
- Gap between HOMO and LUMO: 2.49 eV
- F_max: 4.73 eV Å⁻¹
- Total energy: -173294.37341 eV
- M: 1032.401 u